Entry 1:
{"formula": "C32H48F3N3O6", "method": "wB97M-V/def2-TZVPD", "lumo_ev": -0.44, "homo_ev": -9.26, "molar_mass_g_mol": 627.75, "smiles": "[H]/N=C(\\C)CN1C(=O)c2c(CCCCNC(C)=O)ccc(CCC(F)(F)F)c2C1=O.C1CCOC1.C1CCOC1.C1CCOC1", "orbital_gap_ha": 0.324, "elements": ["H", "N", "C", "C", "C", "N", "C", "O", "C", "C", "C", "C", "C", "C", "N", "C", "C", "O", "C", "C", "C", "C", "C", "C", "F", "F", "F", "C", "C", "O", "H", "H", "H", "H", "H", "H", "H", "H", "H", "H", "H", "H", "H", "H", "H", "H", "H", "H", "H", "H", "H", "H", "H", "C", "C", "C", "O", "C", "H", "H", "H", "H", "H", "H", "H", "H", "C", "C", "C", "O", "C", "H", "H", "H", "H", "H", "H", "H", "H", "C", "C", "C", "O", "C", "H", "H", "H", "H", "H", "H", "H", "H"], "xyz": [[-3.09917, 1.86885, 2.67656], [-2.78185, 1.00374, 2.24015], [-2.71781, 0.07600, 3.09233], [-3.07543, 0.21926, 4.55270], [-2.31817, -1.31594, 2.66825], [-1.42000, -1.41536, 1.51733], [-0.12832, -0.80890, 1.57639], [0.08342, 0.36682, 1.69889], [0.87727, -1.88831, 1.37733], [2.26099, -1.84891, 1.49509], [3.00715, -0.58079, 1.82405], [3.55299, -0.46662, 3.28158], [3.22384, -1.58093, 4.26564], [1.76010, -1.66122, 4.67854], [1.59346, -2.45802, 5.90484], [1.51722, -1.75326, 7.09650], [1.00682, -2.53654, 8.27933], [1.89873, -0.60529, 7.19383], [2.93670, -3.04007, 1.28429], [2.26146, -4.20916, 0.96964], [0.86501, -4.25665, 0.84816], [0.20182, -5.56845, 0.52418], [-0.70614, -5.57223, -0.71679], [-1.92182, -6.43327, -0.53088], [-2.77284, -6.32061, -1.55684], [-2.61160, -6.18028, 0.58244], [-1.56046, -7.73349, -0.46329], [0.21016, -3.06449, 1.06882], [-1.24319, -2.76041, 1.06272], [-2.16367, -3.45124, 0.71595], [-3.04125, -0.73158, 5.08080], [-2.36428, 0.88643, 5.03881], [-4.07445, 0.63533, 4.65906], [-3.24183, -1.83599, 2.40736], [-1.88977, -1.85248, 3.52184], [2.36121, 0.26388, 1.62352], [3.84880, -0.51825, 1.13359], [3.21231, 0.48071, 3.69750], [4.63854, -0.39903, 3.22065], [3.78535, -1.37567, 5.17934], [3.56539, -2.55592, 3.91608], [1.35662, -0.65762, 4.81666], [1.17968, -2.16359, 3.90649], [0.82333, -3.10761, 5.83434], [0.63969, -3.52270, 8.00359], [1.83117, -2.66376, 8.97706], [0.21441, -1.97768, 8.76874], [4.01533, -3.05527, 1.36380], [2.81266, -5.12547, 0.80882], [1.00971, -6.27523, 0.34539], [-0.33103, -5.93929, 1.39943], [-0.16680, -6.02880, -1.54470], [-0.99587, -4.57250, -1.02289], [1.37964, 0.14118, -3.83054], [1.40325, 0.28737, -2.31081], [1.70347, -1.13895, -1.86990], [2.49884, -1.72307, -2.90072], [2.48567, -0.87967, -4.05816], [1.54988, 1.07299, -4.36530], [0.41811, -0.26858, -4.15060], [2.21389, 0.95447, -2.00780], [0.47389, 0.67051, -1.89054], [0.78105, -1.72591, -1.76733], [2.24517, -1.17853, -0.92853], [3.46152, -0.39063, -4.14847], [2.32654, -1.49685, -4.94291], [0.48549, 5.07705, -6.23728], [0.51625, 5.23585, -4.71821], [0.83487, 3.81750, -4.26938], [1.63725, 3.23831, -5.30294], [1.60726, 4.07178, -6.46388], [0.63934, 6.00865, -6.77915], [-0.47113, 4.65354, -6.55224], [1.31977, 5.91596, -4.42791], [-0.41553, 5.61114, -4.29523], [-0.07941, 3.22199, -4.16269], [1.38220, 3.77893, -3.32677], [2.57537, 4.57396, -6.56405], [1.45106, 3.44486, -7.34240], [-4.36836, 4.67886, -3.49092], [-4.75843, 5.61821, -2.35167], [-3.51290, 6.48602, -2.23058], [-2.95369, 6.57272, -3.54407], [-3.57920, 5.61271, -4.39863], [-5.21856, 4.22277, -3.99544], [-3.72469, 3.88010, -3.11649], [-5.61719, 6.22660, -2.64324], [-5.00356, 5.10453, -1.42366], [-2.77534, 6.03151, -1.56069], [-3.72792, 7.49383, -1.87417], [-4.23685, 6.14271, -5.09565], [-2.80999, 5.09337, -4.97320]]}

***

Entry 2:
{"formula": "C15H17BCl3O3", "method": "wB97M-V/def2-TZVPD", "total_charge": -1, "lumo_ev": 2.73, "homo_ev": -4.88, "molar_mass_g_mol": 362.47, "orbital_gap_ha": 0.280, "elements": ["Cl", "B", "Cl", "Cl", "O", "C", "C", "C", "C", "C", "C", "C", "H", "H", "H", "H", "H", "H", "C", "C", "C", "C", "C", "O", "C", "C", "O", "C", "H", "H", "H", "H", "H", "H", "H", "H", "H", "H", "H"], "xyz": [[0.31481, 5.53215, 0.35385], [-0.41351, 4.38387, -0.90799], [-2.15877, 3.87455, -0.35398], [-0.53032, 5.16328, -2.59719], [0.42816, 3.18084, -0.94874], [0.09469, 1.94587, -1.20146], [1.18084, 1.05348, -1.54967], [0.97344, 0.14579, -2.59649], [2.04877, -0.59559, -3.06899], [3.32022, -0.44930, -2.49341], [3.51670, 0.47960, -1.46028], [2.45630, 1.25285, -0.99756], [-0.92644, 1.64969, -1.48772], [-0.05294, 0.08861, -2.99400], [1.86024, -1.30239, -3.88668], [4.12713, -1.09993, -2.82687], [4.49834, 0.58060, -1.00889], [2.58594, 2.01488, -0.23417], [-1.93788, -2.79569, 2.69968], [-1.20927, -1.85388, 1.74140], [0.00746, -2.61451, 1.19202], [-2.14257, -1.44771, 0.59646], [-1.58288, -0.33978, -0.33072], [-1.86429, -0.34585, -1.54367], [-0.80037, 0.68866, 0.32089], [-0.12227, 0.45976, 1.57987], [0.85367, 1.12145, 1.93967], [-0.76081, -0.60432, 2.49501], [-2.82871, -2.32802, 3.14156], [-2.24855, -3.70959, 2.17338], [-1.26250, -3.09176, 3.51539], [0.58389, -2.00798, 0.48033], [0.65613, -2.90723, 2.03223], [-0.33974, -3.53363, 0.69421], [-2.39193, -2.32752, -0.00950], [-3.06551, -1.01803, 1.03219], [-1.18442, 1.76434, 0.28865], [-1.65041, -0.13614, 2.95749], [-0.03267, -0.87144, 3.26373]]}

***

Entry 3:
{"formula": "C4H24N2O6S", "method": "wB97M-V/def2-TZVPD", "lumo_ev": -0.35, "homo_ev": -8.68, "molar_mass_g_mol": 228.31, "e_above_lowest_ev": 1.105, "smiles": "NCCNCCS.O.O.O.O.O.O", "orbital_gap_ha": 0.306, "elements": ["N", "C", "C", "N", "C", "C", "S", "H", "H", "H", "H", "H", "H", "H", "H", "H", "H", "H", "H", "O", "H", "H", "O", "H", "H", "O", "H", "H", "O", "H", "H", "O", "H", "H", "O", "H", "H"], "xyz": [[-1.75817, -1.30034, 1.48260], [-2.02971, -1.32209, 0.06106], [-0.88633, -1.87444, -0.78867], [0.19466, -0.86383, -1.18975], [-0.32627, 0.12466, -2.17897], [0.56647, 1.31935, -2.48208], [2.35427, 0.93408, -2.67053], [-1.40774, -0.41285, 1.80932], [-1.11545, -2.02791, 1.75879], [-2.87406, -2.06509, -0.10110], [-2.54625, -0.46199, -0.35908], [-1.12274, -2.34148, -1.75151], [-0.22695, -2.47688, -0.16112], [0.32624, -0.25286, -0.39324], [-1.29251, 0.57815, -1.85185], [-0.52344, -0.43975, -3.09750], [0.27080, 1.82544, -3.42885], [0.52172, 2.01993, -1.66069], [2.30378, -0.34545, -2.23697], [-1.21174, 3.87556, 0.40805], [-0.36440, 3.49627, 0.69114], [-1.21782, 3.98378, -0.54463], [1.86630, -3.53053, -0.38306], [1.73160, -3.32190, 0.55248], [1.75039, -2.67008, -0.81626], [0.25789, -1.98370, 3.75949], [1.19180, -1.75624, 3.89050], [-0.26694, -1.23335, 4.04880], [-2.46822, 1.65226, -0.00783], [-1.76406, 2.14110, 0.44241], [-3.20316, 1.88085, 0.57459], [0.84826, 2.07906, 0.86239], [1.05680, 2.42454, 1.73555], [1.63115, 1.60621, 0.51618], [2.98931, 0.49272, 1.06737], [3.88089, 0.43491, 0.70591], [2.86364, -0.18810, 1.73705]]}

***

Entry 4:
{"formula": "C18H20ClN3O2", "method": "wB97M-V/def2-TZVPD", "lumo_ev": 0.70, "homo_ev": -9.07, "molar_mass_g_mol": 345.83, "e_above_lowest_ev": 1.442, "smiles": "C=CCNC(=O)CCc1nnc(C2(c3ccc(Cl)cc3)CCC2)o1", "orbital_gap_ha": 0.359, "elements": ["C", "C", "C", "N", "C", "O", "C", "C", "C", "N", "N", "C", "C", "C", "C", "C", "C", "Cl", "C", "C", "C", "C", "C", "O", "H", "H", "H", "H", "H", "H", "H", "H", "H", "H", "H", "H", "H", "H", "H", "H", "H", "H", "H", "H"], "xyz": [[-8.48068, -1.04965, -0.77407], [-7.34663, -0.73466, -0.17793], [-6.27650, -1.72243, 0.17272], [-4.98180, -1.30042, -0.32293], [-3.95069, -0.99196, 0.49415], [-4.00656, -1.09932, 1.70015], [-2.71601, -0.50309, -0.25116], [-1.53047, -0.36292, 0.69743], [-0.38745, 0.29438, 0.02805], [-0.37033, 0.85258, -1.13645], [0.88021, 1.32646, -1.33409], [1.56932, 1.03033, -0.28406], [2.98718, 1.35489, -0.00092], [3.85535, 0.12300, -0.01163], [3.39441, -1.09532, -0.49622], [4.21168, -2.21141, -0.51880], [5.51300, -2.11201, -0.05802], [6.54024, -3.50214, -0.07811], [6.00153, -0.90306, 0.41034], [5.17387, 0.20309, 0.42727], [3.52838, 2.51525, -0.87440], [3.69982, 3.38870, 0.37664], [3.12324, 2.26584, 1.24981], [0.82097, 0.37032, 0.63339], [-9.23083, -0.31190, -1.00057], [-8.71268, -2.06603, -1.04822], [-7.12670, 0.28918, 0.09332], [-6.52316, -2.71246, -0.22523], [-6.17018, -1.79094, 1.26076], [-4.89395, -1.14938, -1.31528], [-2.47303, -1.19336, -1.06010], [-2.93207, 0.46792, -0.70129], [-1.21769, -1.34068, 1.07199], [-1.83102, 0.22542, 1.56952], [2.38808, -1.18612, -0.87564], [3.84075, -3.15179, -0.89498], [7.02088, -0.82959, 0.75561], [5.56937, 1.14235, 0.78142], [2.79371, 2.87509, -1.58897], [4.45013, 2.27144, -1.39677], [4.73297, 3.64303, 0.60408], [3.10971, 4.30182, 0.37207], [2.16661, 2.50512, 1.71032], [3.78706, 1.87446, 2.01685]]}

***

What is the formula in the second record?
C15H17BCl3O3